Formula: C80H162F15N6O12S2
Source: OMol25
Level of theory: wB97M-V/def2-TZVPD

```
! wB97M-V def2-TZVPD RIJCOSX def2/J DEFGRID3
* xyz 1 1
C -25.933 7.738 6.268
C -24.881 7.150 5.286
C -25.109 5.715 4.958
C -24.575 5.149 3.604
N -23.064 5.039 3.423
C -22.830 4.407 2.084
C -23.060 5.494 1.054
C -22.336 6.653 1.767
C -22.441 6.435 3.226
C -22.437 4.314 4.540
C -22.880 2.866 4.900
C -21.721 2.220 5.638
H -26.174 6.928 6.988
H -26.837 8.013 5.717
H -25.491 8.677 6.711
H -23.940 7.397 5.852
H -24.996 7.695 4.366
H -26.221 5.668 4.866
H -24.831 5.069 5.755
H -24.987 5.620 2.707
H -24.835 4.097 3.446
H -21.822 3.992 2.042
H -23.466 3.569 1.949
H -22.722 5.235 0.036
H -24.131 5.724 1.024
H -21.273 6.514 1.469
H -22.717 7.627 1.514
H -21.515 6.399 3.757
H -23.022 7.181 3.694
H -22.558 4.936 5.389
H -21.397 4.196 4.257
H -23.283 2.241 4.113
H -23.729 2.991 5.581
H -21.036 1.891 4.865
H -22.016 1.352 6.221
H -21.236 2.909 6.272
C -35.205 -1.838 -1.496
C -34.601 -3.087 -0.822
C -33.587 -2.675 0.259
C -34.288 -1.932 1.479
N -33.441 -1.911 2.706
C -31.982 -1.686 2.293
C -31.264 -3.018 2.342
C -31.955 -3.625 3.589
C -33.421 -3.199 3.463
C -33.861 -0.747 3.634
C -35.317 -0.795 4.053
C -35.643 0.292 5.067
H -34.938 -1.772 -2.493
H -34.709 -0.922 -1.039
H -36.266 -1.847 -1.342
H -34.144 -3.794 -1.460
H -35.310 -3.711 -0.348
H -32.806 -2.101 -0.240
H -33.177 -3.622 0.659
H -35.217 -2.466 1.695
H -34.456 -0.900 1.173
H -31.539 -1.199 3.123
H -31.928 -1.128 1.327
H -30.185 -2.897 2.464
H -31.375 -3.632 1.426
H -31.484 -3.154 4.438
H -31.772 -4.700 3.694
H -33.935 -2.960 4.395
H -33.978 -3.887 2.901
H -33.602 0.084 2.934
H -33.100 -0.712 4.468
H -35.552 -1.773 4.520
H -35.932 -0.742 3.136
H -35.295 0.056 6.112
H -36.705 0.524 5.080
H -35.063 1.196 4.803
C -30.644 6.931 3.213
C -30.199 6.604 4.607
C -31.345 5.933 5.428
C -31.588 4.505 5.204
N -32.360 3.839 6.306
C -32.513 2.364 5.886
C -32.583 1.544 7.166
C -31.442 2.292 7.981
C -31.614 3.826 7.590
C -33.674 4.555 6.391
C -34.762 3.832 7.155
C -36.151 4.454 6.924
H -29.811 6.812 2.496
H -30.993 7.966 3.183
H -31.402 6.244 2.828
H -29.811 7.569 5.081
H -29.323 5.938 4.634
H -32.267 6.435 5.252
H -31.159 6.120 6.471
H -30.657 3.967 5.209
H -32.061 4.385 4.287
H -33.360 2.359 5.212
H -31.610 2.115 5.366
H -33.519 1.589 7.724
H -32.495 0.429 6.873
H -31.465 2.231 9.093
H -30.459 1.987 7.605
H -32.113 4.415 8.354
H -30.616 4.253 7.462
H -33.998 4.825 5.381
H -33.455 5.463 6.940
H -34.554 3.764 8.254
H -34.829 2.777 6.854
H -36.862 3.760 7.341
H -36.406 4.713 5.918
H -36.185 5.380 7.462
C -28.776 5.725 0.359
C -29.955 4.840 0.642
C -29.666 3.950 1.828
C -28.810 2.841 1.236
N -28.615 1.646 2.186
C -27.416 0.872 1.645
C -28.014 0.174 0.310
C -29.464 0.098 0.651
C -29.691 0.722 2.017
C -28.320 1.916 3.552
C -27.047 2.699 3.822
C -26.997 2.893 5.348
H -27.893 5.146 0.143
H -28.554 6.285 1.271
H -28.924 6.356 -0.505
H -30.249 4.290 -0.251
H -30.930 5.422 0.816
H -30.642 3.590 2.051
H -29.094 4.335 2.663
H -27.832 3.191 0.992
H -29.288 2.332 0.369
H -27.201 0.176 2.451
H -26.529 1.529 1.478
H -27.487 -0.751 0.278
H -27.723 0.807 -0.509
H -29.699 -0.944 0.683
H -30.132 0.548 -0.080
H -29.664 -0.085 2.771
H -30.647 1.275 2.101
H -28.431 0.939 4.120
H -29.222 2.393 3.912
H -27.110 3.631 3.199
H -26.131 2.215 3.506
H -27.772 3.601 5.689
H -26.037 3.286 5.676
H -27.247 1.925 5.846
C -25.186 -0.124 7.700
C -25.628 1.112 8.482
C -26.233 0.745 9.820
C -27.730 0.517 9.553
N -28.454 -0.290 10.476
C -29.857 -0.344 10.146
C -30.429 -1.490 10.933
C -29.240 -2.539 10.978
C -28.049 -1.836 10.386
C -28.317 0.184 11.862
C -29.013 1.486 12.160
C -28.586 1.874 13.635
H -24.495 0.244 6.961
H -26.041 -0.637 7.189
H -24.585 -0.791 8.352
H -26.393 1.747 7.982
H -24.799 1.815 8.634
H -26.028 1.449 10.631
H -25.811 -0.204 10.155
H -27.721 0.037 8.578
H -28.169 1.467 9.542
H -30.232 0.638 10.362
H -30.025 -0.465 9.072
H -30.853 -1.306 11.884
H -31.245 -1.951 10.416
H -29.098 -2.783 12.045
H -29.523 -3.446 10.462
H -27.027 -1.983 10.702
H -28.062 -2.058 9.316
H -27.260 0.336 12.025
H -28.693 -0.467 12.615
H -30.154 1.439 12.062
H -28.731 2.299 11.486
H -29.004 1.159 14.376
H -29.068 2.813 13.866
H -27.510 1.950 13.586
C -30.437 3.543 -2.855
C -28.966 3.154 -2.646
C -28.049 4.403 -2.741
C -26.566 4.126 -2.702
N -25.686 5.287 -3.104
C -25.556 6.382 -2.036
C -25.389 7.677 -2.824
C -26.342 7.466 -4.028
C -26.079 6.020 -4.377
C -24.288 4.783 -3.245
C -23.943 3.832 -4.400
C -22.529 4.004 -4.966
H -31.153 2.775 -2.638
H -30.595 3.975 -3.887
H -30.741 4.335 -2.132
H -28.712 2.432 -3.384
H -28.761 2.726 -1.728
H -28.403 5.078 -1.945
H -28.359 4.941 -3.672
H -26.297 3.417 -3.488
H -26.175 3.728 -1.742
H -24.899 6.056 -1.265
H -26.517 6.543 -1.553
H -24.354 7.764 -3.188
H -25.494 8.484 -2.070
H -26.034 8.144 -4.793
H -27.410 7.531 -3.786
H -25.234 6.030 -5.037
H -26.895 5.607 -4.916
H -24.031 4.277 -2.280
H -23.659 5.650 -3.346
H -24.616 4.057 -5.255
H -23.994 2.781 -4.133
H -21.862 3.495 -4.323
H -22.239 5.092 -5.107
H -22.528 3.492 -5.936
C -29.841 -1.049 5.842
O -28.565 -1.309 5.264
O -30.845 -0.786 4.953
C -30.253 -2.188 6.700
F -30.241 -3.380 6.065
F -29.445 -2.372 7.757
F -31.514 -2.092 7.128
C -28.390 -2.074 4.119
C -26.890 -2.514 4.008
H -26.656 -3.146 4.812
H -26.652 -2.991 3.072
H -26.273 -1.602 4.111
H -28.681 -1.515 3.244
H -29.147 -2.856 4.152
H -29.603 -0.177 6.515
C -33.145 2.878 2.256
O -34.360 2.821 3.182
O -32.222 2.081 2.718
C -33.557 2.366 0.921
F -34.447 3.201 0.260
F -32.503 2.178 0.132
F -34.183 1.116 0.992
C -35.549 3.461 2.790
C -36.592 2.461 2.322
H -37.510 2.997 1.935
H -36.247 1.891 1.487
H -36.942 1.793 3.073
H -35.280 4.143 2.008
H -35.913 4.011 3.598
H -32.965 3.956 2.109
C -24.929 1.817 -0.702
O -25.326 0.406 -0.248
O -25.617 2.780 -0.122
C -23.408 1.975 -0.478
F -22.584 1.292 -1.266
F -23.095 3.268 -0.603
F -23.023 1.578 0.827
C -25.167 -0.523 -1.265
C -25.097 -1.981 -0.725
H -24.391 -2.236 0.072
H -26.076 -2.397 -0.266
H -24.694 -2.720 -1.396
H -24.184 -0.462 -1.718
H -26.013 -0.422 -1.984
H -25.014 1.804 -1.808
C -27.228 9.563 2.301
F -28.393 9.308 1.641
F -27.039 10.898 2.120
F -27.412 9.314 3.603
S -25.914 8.471 1.586
O -26.452 7.189 1.983
O -26.009 8.694 0.205
O -24.668 8.827 2.208
C -28.584 5.824 9.446
F -29.177 5.587 10.625
F -29.520 6.323 8.594
F -27.729 6.870 9.580
S -27.714 4.243 8.788
O -28.846 3.461 8.330
O -26.919 4.726 7.698
O -27.027 3.664 9.875
*
```

Computed properties:
electronic energy	-6670.746564	Eh
HOMO level	-9.73	eV
gap between HOMO and LUMO	8.55	eV
LUMO	-1.181	eV